(1)
Density functional theory data (the ωB97M-V functional and the def2-TZVPD basis) for a molecular structure, C22H23N2O7P3SbSe4Zr.

CARTESIAN COORDINATES (ANGSTROEM)
C 1.550504 -0.066247 2.457407
P -3.343165 0.724323 -2.231058
C 3.683488 -1.069436 2.900604
C 1.620261 -1.883802 -3.010502
C 1.248504 0.854199 -2.789649
H 4.384906 -1.512956 3.595727
H 2.005905 6.244489 -0.354342
O -2.793903 4.175124 -1.537144
C 0.267647 3.375088 -0.808702
O -4.147706 2.077043 -1.900155
C 1.853294 0.015370 1.100486
H -3.376466 -2.768295 -0.763612
H 4.964423 -1.327130 1.195947
O -4.801970 3.747945 -0.057216
H 3.467234 4.688442 0.896599
H 1.635232 0.924395 -4.892634
H 1.967570 -1.520031 -5.097863
C -2.500851 -2.955187 -0.168812
O -3.707614 0.444483 -3.741550
H 1.228237 -1.962827 -0.914723
C 4.005164 -0.972922 1.552676
P 0.616057 0.736955 -0.030534
Se -1.930705 0.016022 2.851836
O -3.814237 -0.353374 -1.266195
H 2.889213 2.307175 1.056128
C 1.752206 5.193571 -0.291567
Zr -2.209526 0.209473 0.232962
C 1.550978 0.288675 -4.020358
C -0.167417 -4.629562 2.024577
H -0.675444 -5.586419 2.099937
H -4.657423 0.399329 -3.896507
C 1.735971 -1.079908 -4.136138
H 0.242866 -2.015260 1.228383
C 0.600037 4.717380 -0.900369
H -0.633912 3.012969 -1.273718
C 1.315741 -1.319156 -1.783175
C 2.246925 2.976062 0.498339
C 1.093892 2.493897 -0.116112
N -1.538093 -1.972305 0.011814
H -0.059131 5.386960 -1.436428
C 2.572371 4.321767 0.409841
C -0.634053 -2.509214 0.831678
C 3.096159 -0.436993 0.654389
H -3.318081 4.976963 -1.630563
H 2.175622 -0.714049 4.395083
C -2.141681 -4.058880 0.528517
Se 0.358255 -2.843188 5.160150
Se -2.996054 -4.595607 4.015467
C 1.129205 0.057047 -1.656144
P -3.648686 3.112180 -0.686170
H 1.102058 1.923000 -2.721559
C 2.455761 -0.613899 3.355696
H 3.351559 -0.376469 -0.396417
H -0.109295 -4.194989 3.023075
H 0.594491 0.289565 2.818659
Se -4.054679 -0.243463 1.925619
N -0.943969 -3.763130 1.141670
O -2.614677 2.295094 0.077976
Sb -2.047038 -2.801269 5.288172
O -1.857103 0.879816 -2.023181
H -2.631546 -5.002802 0.681034
H 1.761464 -2.954395 -3.086818
H 0.831222 -4.761632 1.609465

Atoms 1-3, force components in eV/Å:
C 0.0 0.1 0.0
P 0.0 0.2 0.2
C 0.0 0.0 0.0

E = -337586.151 eV
Total charge = -1
ΔE to the lowest compared entry with this formula, charge and spin = 1.312 eV
Orbital gap = 6.37 eV

(2)
Density functional theory data (the ωB97M-V functional and the def2-TZVPD basis) for 10 unconnected molecules or ions with the total composition C11H44N8O10 at a distorted geometry.

CARTESIAN COORDINATES (ANGSTROEM)
H 38.798089 18.020022 5.722902
H 39.906376 13.336386 5.390592
N 40.915412 15.848890 2.767822
H 32.850996 16.975000 5.378283
H 35.216645 16.519030 0.669569
H 37.265283 18.815298 2.840086
H 35.218385 13.425276 5.105904
C 37.950143 14.006230 7.129141
N 39.594932 17.511632 2.481512
H 40.451504 23.558830 3.576974
H 41.840477 15.455530 2.669775
H 40.361584 22.369732 2.351931
H 32.087417 20.118451 4.609771
C 40.828971 17.065865 2.417822
O 36.097842 15.738832 4.441278
O 36.080551 16.896485 0.503947
H 36.790879 16.367824 4.240544
H 40.121411 21.667837 5.362251
H 37.406180 14.903333 6.833497
H 36.435597 17.074581 1.374843
H 31.646607 18.535589 5.029407
C 39.582620 21.002653 4.687475
N 32.308488 19.134373 4.556679
H 32.484543 11.443306 3.277968
H 42.642411 16.309734 6.972539
O 34.927902 11.893334 2.950784
H 38.322292 21.477450 3.125797
H 42.485334 13.402320 4.992979
O 41.768851 17.822186 2.201572
H 39.959934 19.216448 6.693986
O 37.122185 17.993217 3.309063
H 39.684616 18.517577 2.469136
H 41.842862 13.936931 7.051292
N 34.564443 12.659000 5.033280
H 35.251861 13.558289 2.301511
H 39.075248 23.594207 2.453346
C 39.427104 18.907305 5.794750
N 33.076626 11.611789 4.078688
H 41.043711 16.542272 7.318652
O 38.560720 14.364253 2.921635
C 34.298053 11.991819 3.979285
H 40.035626 15.366530 2.883643
C 41.474611 14.531425 6.215198
H 41.671609 14.483498 4.277391
C 40.012278 14.281639 5.922926
H 40.313478 20.530838 4.030716
H 33.876087 12.657866 5.772367
O 34.350402 19.218200 3.815916
O 35.507601 14.475872 2.207277
H 40.144582 18.557348 5.052553
H 39.348071 13.822264 2.871028
N 33.553076 17.291157 4.724652
C 41.663785 16.070445 6.556437
C 33.445274 18.581869 4.327201
H 37.191719 22.841545 4.053827
C 38.862114 22.071426 3.863277
C 39.733802 22.946041 3.031531
H 35.930178 15.293336 3.610825
H 39.441987 14.983090 5.313955
O 38.687325 19.993155 5.237018
H 37.517734 13.720602 8.088068
H 37.932487 13.929275 2.345141
N 42.299087 14.392484 5.063575
N 37.998029 22.916902 4.657403
H 38.710987 17.030673 2.567557
H 34.860040 14.845036 1.606767
O 39.391992 14.038053 7.215346
H 37.816012 22.315199 5.447925
H 36.605656 18.241144 4.075856
H 41.493177 16.713514 5.693041
H 37.624116 13.136168 6.559223
H 34.318815 16.694670 4.445451
H 32.642140 11.688400 4.987234

Atoms 1-3, force components in eV/Å:
H -0.5 0.2 1.3
H 0.2 -0.4 -0.4
N 1.5 -5.0 0.7

E = -44515.421 eV
Total charge = 0
Orbital gap = 9.09 eV

(3)
Density functional theory data (the ωB97M-V functional and the def2-TZVPD basis) for C4H6O in the gas phase at a distorted geometry.

CARTESIAN COORDINATES (ANGSTROEM)
C 0.019774 0.762021 -0.974516
H -1.951583 0.087625 0.180515
H 1.431488 0.330904 0.942350
H -0.327232 -2.033653 0.261639
C -0.921570 0.715455 0.114279
H -0.459677 -0.044395 -1.508364
H -1.096282 1.562683 1.001515
H 0.580110 1.650581 -1.667178
C 0.538847 0.051695 0.226011
C 0.496628 -1.355872 0.543007
O 1.689497 -1.727045 0.880742

Atoms 1-3, force components in eV/Å:
C 0.8 0.5 -3.1
H 2.9 1.1 -0.8
H -2.2 0.9 -1.7

E = -6288.494 eV
Total charge = 0
ΔE to the lowest compared entry with this formula, charge and spin = 3.424 eV
Orbital gap = 10.01 eV

(4)
Density functional theory data (the ωB97M-V functional and the def2-TZVPD basis) for 8 unconnected molecules or ions with the total composition C34H54F6O22 at a distorted geometry.

CARTESIAN COORDINATES (ANGSTROEM)
H 1.522346 -1.576414 4.427907
H -3.768441 6.570344 -6.666107
C -5.500266 -3.176743 0.082113
H 2.888609 2.390741 -4.021479
O -1.771299 -8.669939 -5.805732
C 0.907876 1.151132 0.702775
H 2.032948 6.037207 5.888825
H 3.396229 4.977999 6.096326
O -4.468411 -3.406046 2.128345
H -0.575620 -2.797084 4.063156
H -4.442907 5.905290 -5.194139
H 1.911780 0.133259 -1.649072
H -6.263741 -5.929603 0.774201
O 6.177732 -0.235525 1.250173
H 0.135109 -7.754052 -3.283413
H 0.554326 0.922269 -2.470937
H 8.173159 1.252251 6.067739
C -5.987417 -5.237635 1.569773
C 0.163726 -4.845788 4.096110
C 7.921752 0.174621 4.106565
H -1.954974 4.644706 -6.367195
H 0.294060 1.203986 1.601964
H 1.938266 -2.766339 3.196480
H -2.948314 3.515650 0.665007
O 2.887709 2.260126 6.568181
C 2.688363 5.348975 5.355097
H -2.011361 6.122376 0.176660
C -0.619053 -7.530899 -4.038095
H -0.992048 6.697091 -1.765603
C -0.219578 -1.747374 -0.961147
H -0.855086 4.838879 0.558250
C 0.080252 0.461260 -0.436990
H 2.379656 -3.057554 4.889279
O -5.557766 -1.991432 0.854609
O 0.349270 5.127426 -1.983916
H 0.519372 6.518282 -3.399977
O -5.037143 -1.170534 2.870770
C 1.615849 -2.644310 4.230530
O 2.948007 4.214357 -3.054430
H -2.857641 6.620058 -5.163087
C -5.038751 -2.129105 2.072473
H 2.638904 3.676289 4.153250
O -1.130209 -4.875990 7.229737
C -3.273430 3.553452 -5.134451
H 1.151170 4.616900 4.000985
H 1.853309 6.440295 -2.376153
C -3.521728 6.003217 -5.768555
H -0.434518 -4.959761 3.192108
F -0.504110 1.857972 7.107594
H 1.170324 4.233714 -4.265891
O -3.919595 2.533655 -5.828843
H 0.258191 -9.127064 -5.275906
H 1.211652 2.106732 0.275399
F -2.467128 -8.249732 -8.802544
O -0.239130 -0.846344 0.022568
C -0.352259 6.065157 -1.149625
H -0.788085 1.071592 -0.685131
H 1.132190 -5.322960 3.946207
C 3.580836 3.185972 -3.744836
H -3.827386 3.168828 -0.844867
H -1.589050 -7.402457 -3.557773
O -0.621134 -2.895276 -0.892246
C -1.843181 -9.328521 -6.947346
O 7.420216 0.536989 2.856961
H 0.327203 6.612207 -0.496038
C 1.662692 2.514341 6.552883
H 8.924491 -0.239222 4.000001
C -0.732281 -8.823849 -4.936620
F -3.962865 -8.182295 -7.163329
H 6.827932 1.694015 5.038536
H -3.893483 3.890788 -4.303889
F 1.057559 0.491530 7.757691
H -6.938073 -4.747278 1.779284
C -1.358395 5.363259 -0.254031
O -0.552873 -5.416572 5.118257
H 7.597845 -1.899197 4.738476
H 4.361338 2.741366 -3.127381
C 7.878371 1.403175 5.029271
C 0.253657 -3.398967 4.434826
C 1.930351 4.876674 -3.821964
C 6.601516 -0.325680 2.352013
C -3.011181 -8.882128 -7.792419
O 6.265951 -1.206015 3.268403
C -3.209293 3.898410 -0.321647
C 0.754690 1.840956 7.595654
H 3.208607 5.955108 4.613447
H -0.307596 -6.573371 -4.455518
C 0.825621 0.165801 -1.734554
C -4.215424 2.867995 -7.051870
H -4.848852 -2.912368 -0.750878
H -3.922316 4.706550 -0.158627
H 4.134769 3.620366 -4.577044
O 0.277349 -1.144115 -2.089706
C 1.152957 5.787569 -2.897251
C 1.862419 4.197909 4.712791
O -4.746455 2.214765 -7.924390
H 8.485866 2.240523 4.685903
H 6.341213 -0.866177 5.218681
C -3.031821 4.615722 -6.200918
H -0.869720 -9.665770 -4.258102
H -2.329013 3.128893 -4.793989
H -5.692916 -5.793941 2.459661
F -3.649345 -9.937204 -8.332110
H -6.404928 -3.559406 -0.390377
O -3.799252 4.111108 -7.285765
C -4.933467 -4.227095 1.023894
O -1.065693 -10.191551 -7.310383
H 1.871468 0.667498 0.863025
O -2.154765 4.467277 -1.108687
F 0.808098 2.472971 8.775333
C 7.040622 -1.026389 4.398166
H -4.170871 -4.833603 0.535307
O -0.052122 -3.443093 5.817109
H 2.368134 5.462497 -4.630212
O 1.110610 3.467259 5.705415
C -0.600755 -4.645813 6.151046

Atoms 1-3, force components in eV/Å:
H -0.2 -0.1 0.1
H 0.1 0.1 0.0
C 1.0 -0.3 -0.9

E = -97480.170 eV
Total charge = 0
Orbital gap = 10.35 eV

> Look up the total charge of the third one.

0

> Among the records above, which one has the highest orbital gap?

C34H54F6O22

> The lowest E belongs to which entry?

C22H23N2O7P3SbSe4Zr

> Which formula does entry 2 have?

C11H44N8O10